This record from OMol25 describes 7 unconnected molecules or ions with the total composition C24H48F3O7S6. The level of theory is the ωB97M-V functional and the def2-TZVPD basis.

Atoms and positions in Å:
F  -0.36065  -2.92778  -4.38754
C  -0.43565  -1.67753  -3.86660
F  -0.98778  -1.72993  -2.66741
C  -0.03506  -0.57009  -4.51214
F  -0.48616  -0.41861  -5.80232
C  0.92786  0.45441  -4.03547
C  1.05685  0.58302  -2.51254
C  0.03371  1.58787  -1.93921
C  -0.59943  1.07182  -0.67798
O  0.31372  1.03600  0.47659
C  1.02703  -0.09097  0.66493
C  2.38936  0.04384  0.92881
C  3.20173  -1.04282  1.18481
C  2.67548  -2.33928  1.17913
C  1.32132  -2.47792  0.89662
C  0.50629  -1.38462  0.65935
H  0.71994  1.43132  -4.47847
H  1.89678  0.12801  -4.44435
H  2.06764  0.96654  -2.33371
H  1.02476  -0.40471  -2.02134
H  -0.78975  1.65984  -2.66766
H  -1.06663  0.08270  -0.83675
H  -1.40710  1.75065  -0.40028
H  2.82847  1.03468  0.96051
H  4.25350  -0.91651  1.40776
H  3.29313  -3.19404  1.41086
H  0.86129  -3.45917  0.84055
H  -0.54641  -1.52485  0.45748
C  5.79321  -1.61574  5.40278
S  4.81599  -2.87905  4.57466
O  5.03358  -2.68598  3.11857
C  3.19868  -2.17444  4.87852
H  6.84403  -1.85842  5.25753
H  5.57305  -0.64328  4.96174
H  5.55972  -1.61499  6.46813
H  3.15025  -1.18813  4.42412
H  2.98862  -2.11268  5.94606
H  2.46870  -2.82345  4.40118
C  -0.71728  1.56529  5.11739
S  0.15327  0.31215  4.16475
O  0.61235  -0.72407  5.13646
C  1.56857  1.32979  3.75502
H  -1.62940  1.11449  5.50295
H  -0.09069  1.89947  5.94554
H  -0.96837  2.40089  4.46418
H  2.04321  1.68254  4.67321
H  1.24111  2.16744  3.13940
H  2.25918  0.71335  3.18288
C  1.97251  -4.60328  -6.23715
S  1.43140  -6.20015  -5.62811
O  2.05291  -7.23838  -6.49541
C  -0.27994  -6.02644  -6.14476
H  3.04068  -4.52138  -6.04810
H  1.77888  -4.54116  -7.30808
H  1.44504  -3.81308  -5.70416
H  -0.31967  -5.86232  -7.22155
H  -0.73238  -5.18901  -5.61219
H  -0.80039  -6.94816  -5.89180
C  -5.09481  4.31186  0.29031
S  -3.95807  4.06388  -1.08766
O  -2.99689  3.01475  -0.68102
C  -3.12500  5.64070  -0.91048
H  -5.69527  3.40961  0.39155
H  -4.52449  4.48301  1.20343
H  -5.74144  5.16454  0.07920
H  -2.69801  5.71943  0.08589
H  -3.83371  6.44921  -1.08057
H  -2.33178  5.67842  -1.65541
C  -3.27096  10.46280  1.12672
S  -3.81818  8.96121  1.94818
O  -3.57517  7.84036  1.00539
C  -5.57515  9.33493  1.87617
H  -2.18896  10.41024  1.02837
H  -3.72881  10.52561  0.13957
H  -3.54313  11.32755  1.73219
H  -5.87560  9.47553  0.83778
H  -5.77987  10.23277  2.45957
H  -6.11100  8.49040  2.30413
C  -0.28494  -7.78603  0.35572
S  0.68060  -6.42273  -0.31233
O  0.03753  -5.16750  0.14284
C  0.19136  -6.63298  -2.02528
H  -0.15017  -7.78811  1.43521
H  -1.33806  -7.63942  0.11493
H  0.07717  -8.72607  -0.06168
H  -0.89275  -6.55078  -2.11091
H  0.53155  -7.60330  -2.38929
H  0.66779  -5.84278  -2.60061

* DFT total energy: -4158.32618 hartree
* net charge: -1
* LUMO energy: 1.69 eV